Entry 1:
ORCA calculation (ωB97M-V/def2-TZVPD) on a molecular structure, C35H37IOsP2 at a distorted geometry.

Each line ends with the Löwdin charge.
Positions of all 76 atoms, in Å:
Os: 0.590 0.064 0.603  1.0464
I: 1.149 -1.436 4.096  0.7758
P: -0.415 -1.345 -0.617  0.8074
P: 1.003 1.187 -1.304  0.8723
C: -0.783 1.222 -1.520  -0.2243
C: 1.397 4.807 0.428  -0.0530
C: 0.175 -4.430 -3.390  -0.0533
C: -0.750 1.757 1.860  -0.2033
C: -2.601 -4.036 2.368  -0.0199
C: 0.928 3.863 -0.491  -0.0964
C: -1.326 -2.406 0.563  -0.4157
C: -1.473 -2.241 -3.154  -0.0981
C: 0.092 1.502 2.924  -0.1668
C: -1.239 -3.801 2.495  -0.0838
C: 1.710 2.744 -0.772  -0.4228
C: 3.560 3.728 0.442  -0.0419
C: -1.825 -0.726 4.202  -0.1504
C: -1.448 0.087 -1.088  -0.2712
C: 0.199 -3.645 -2.235  -0.0765
C: -2.256 1.922 2.132  -0.1352
C: -3.317 -3.489 1.297  -0.0401
C: 3.152 0.935 -5.557  -0.0451
C: 3.066 2.771 -0.441  -0.1157
C: -2.666 -2.741 0.335  -0.0842
C: -1.240 0.350 5.045  -0.2556
C: 2.291 -0.057 -5.104  -0.0618
C: 3.295 2.074 -4.755  -0.0396
C: -2.260 -0.538 2.933  -0.1021
C: -0.530 -2.437 -2.120  -0.3286
C: 2.566 2.181 -3.551  -0.0749
C: -1.523 -3.010 -4.319  -0.0523
C: -0.278 1.381 4.365  -0.2379
C: 2.679 4.677 0.953  -0.0582
C: -0.597 -2.971 1.614  -0.1939
C: 1.772 1.146 -3.009  -0.2835
C: 2.386 0.030 1.294  -0.2967
C: -0.654 -4.094 -4.464  -0.0476
C: -3.023 0.626 2.490  -0.1525
C: 1.644 0.031 -3.865  -0.0791
H: -1.957 -1.711 4.634  0.1121
H: -0.665 -4.701 -5.372  0.1229
H: 0.818 -3.932 -1.387  0.1106
H: -3.610 0.348 1.611  0.1178
H: -1.306 2.088 -1.888  0.0971
H: 3.973 2.869 -5.073  0.1206
H: -2.360 2.627 2.963  0.1245
H: 3.009 5.351 1.741  0.1199
H: 3.692 0.858 -6.507  0.1256
H: 4.609 3.731 0.728  0.1245
H: 2.655 3.115 -3.009  0.0990
H: -2.222 -2.811 -5.137  0.1226
H: -2.771 2.445 1.322  0.1162
H: 3.737 2.022 -0.838  0.1191
H: 1.028 -0.796 -3.521  0.0780
H: 1.134 1.817 2.769  0.1010
H: 2.697 -0.837 1.867  -0.0234
H: 0.329 -2.432 1.841  -0.0432
H: -3.736 0.809 3.308  0.1387
H: -2.068 0.892 5.476  0.1203
H: 0.761 5.636 0.736  0.1217
H: 0.666 1.313 4.897  0.0741
H: 0.806 -5.321 -3.478  0.1231
H: -2.080 -1.259 2.106  0.0674
H: -3.080 -4.701 3.077  0.1244
H: -2.496 -0.165 -1.210  0.0900
H: -0.656 -4.223 3.253  0.0935
H: -4.359 -3.682 1.156  0.1143
H: -0.039 3.980 -0.959  0.1090
H: -0.385 2.502 1.123  0.0853
H: 2.137 -0.922 -5.754  0.1184
H: -0.754 -0.111 5.904  0.0901
H: 2.399 0.953 1.756  -0.0154
H: -2.175 -1.426 -3.038  0.0909
H: 2.614 0.064 0.188  0.0141
H: -3.144 -2.457 -0.599  0.1136
H: -0.648 2.383 4.629  0.1419

expectation value of S²: 6.048
spin multiplicity: 5
total charge: +2
LUMO energy (spin up / spin down): -6.9 / -8.2 eV
highest occupied orbital energy (spin up / spin down): -0.4624 / -0.5070 Ha
DFT total energy: -2426.053924 Eh

Entry 2:
ORCA calculation (ωB97M-V/def2-TZVPD) on a molecular structure, C35H37NO2P2Zr at a distorted geometry.

Each line ends with the Löwdin charge.
Positions of all 78 atoms, in Å:
Zr: -1.574 0.986 1.311  1.2972
P: 0.274 2.337 -0.495  0.9747
P: 0.844 -0.380 1.575  0.9933
O: -1.300 1.142 4.528  0.0556
O: -2.711 1.608 2.803  -0.3257
N: -1.395 1.239 3.347  -0.3708
C: 1.300 -0.308 -0.162  -0.2453
C: 2.852 5.341 -2.925  -0.0270
C: 0.360 2.696 1.246  -0.2649
C: 2.647 3.575 -1.278  -0.0794
C: -2.738 -2.120 2.552  -0.0446
C: -4.230 2.401 -1.734  -0.0280
C: 4.683 -1.430 3.730  -0.0312
C: 0.729 4.185 -2.615  -0.0554
C: 1.519 5.118 -3.299  -0.0414
C: -3.739 3.324 -0.814  -0.0401
C: -1.493 2.394 -1.072  -0.3912
C: -1.983 1.572 -2.126  -0.0771
C: 1.252 3.498 -1.498  -0.3086
C: -1.667 -1.524 -2.913  -0.1213
C: -1.310 -3.081 -0.540  -0.0996
C: 3.426 4.525 -1.942  -0.0454
C: 3.887 -0.385 4.234  -0.0483
C: -2.373 3.366 -0.511  -0.1008
C: 2.372 -0.694 2.389  -0.3928
C: -3.346 1.546 -2.403  -0.0496
C: -2.046 -3.724 -1.684  -0.1594
C: -0.331 -1.590 -3.022  -0.1179
C: 2.715 -0.018 3.581  -0.0701
C: 3.201 -1.677 1.830  -0.0829
C: 4.343 -2.061 2.524  -0.0455
C: 0.560 -2.799 -2.928  -0.1558
C: 0.014 -3.024 -0.403  -0.1389
C: -1.050 -3.075 4.005  -0.0250
C: -2.575 -2.684 -2.688  -0.1704
C: 0.938 -3.340 -1.505  -0.1782
C: -1.726 -1.430 1.817  -0.2959
C: -0.025 -2.416 3.317  -0.0438
C: 0.956 0.717 -0.996  -0.2044
C: -0.359 -1.566 2.240  -0.3905
C: -2.403 -2.918 3.649  -0.0295
H: 1.516 -2.447 -3.363  0.1109
H: -0.502 2.985 1.944  0.0959
H: 1.020 -2.495 3.645  0.1192
H: 1.930 -2.940 -1.282  0.0837
H: 0.981 2.071 1.877  0.0244
H: -0.772 -3.696 4.857  0.1232
H: 0.903 3.640 1.190  0.0925
H: -1.508 -4.552 -2.188  0.1261
H: -2.197 -0.629 -3.224  0.0616
H: -3.180 -3.432 4.240  0.1302
H: -2.938 -4.176 -1.205  0.1252
H: -5.299 2.366 -1.960  0.1320
H: 2.093 0.790 3.968  0.1117
H: -1.979 4.128 0.173  0.1262
H: 2.973 -2.118 0.858  0.0943
H: 5.581 -1.755 4.268  0.1246
H: 0.454 -2.958 0.582  0.0830
H: -2.020 -2.753 0.209  0.0717
H: 4.487 4.617 -1.701  0.1235
H: 4.975 -2.840 2.089  0.1226
H: -1.289 0.940 -2.697  0.0885
H: 0.208 -0.700 -3.361  0.0870
H: 3.134 2.876 -0.595  0.1157
H: 1.039 -4.431 -1.582  0.1311
H: -0.283 3.973 -2.976  0.1131
H: -2.779 -3.186 -3.646  0.1327
H: 3.451 6.108 -3.420  0.1273
H: -3.537 -2.317 -2.296  0.1141
H: -4.421 4.024 -0.329  0.1309
H: 2.084 -1.013 -0.453  0.0685
H: -1.978 -1.076 0.773  0.0537
H: -3.743 0.830 -3.125  0.1226
H: 4.192 0.146 5.137  0.1217
H: -3.786 -2.022 2.241  0.1282
H: 1.100 5.675 -4.141  0.1247
H: 1.309 0.694 -2.045  0.1052
H: 0.284 -3.650 -3.588  0.1286

total charge: +2
LUMO energy (spin up / spin down): -6.7 / -6.7 eV
highest occupied orbital energy (spin up / spin down): -0.4267 / -0.4267 Ha
DFT total energy: -2290.032803 Eh

Entry 3:
ORCA calculation (ωB97M-V/def2-TZVPD) on a molecular structure, C35H38Cl5GaN3OSi.

Each line ends with the Löwdin charge.
Positions of all 84 atoms, in Å:
Ga: 0.227 0.552 0.426  0.5900
Cl: -0.214 -4.616 2.941  0.7212
Cl: 1.456 -3.569 5.349  0.7330
Cl: 1.597 1.314 3.112  0.7513
Cl: -0.949 -2.680 0.616  0.7817
Cl: 2.317 -0.574 5.464  0.7237
Si: 2.126 2.354 -1.202  0.6614
O: -5.545 0.590 -2.694  0.0876
N: 1.219 -0.373 -1.302  -0.2119
N: -1.858 0.514 0.067  0.0019
N: -3.890 1.779 -3.676  -0.0491
C: 0.333 -1.304 -2.082  -0.1941
C: 3.748 3.294 0.902  -0.1194
C: 2.453 -2.383 -2.862  -0.1722
C: -3.727 1.062 -1.307  -0.0754
C: -4.682 1.828 -4.911  -0.1858
C: -2.560 0.845 1.156  -0.0867
C: 3.346 5.746 -3.268  -0.0700
C: -4.450 1.123 -2.632  -0.4146
C: 2.310 -1.151 -0.652  -0.1813
C: -4.470 1.353 -0.166  0.0469
C: 1.442 -1.176 4.120  -0.7031
C: 2.211 3.786 -2.409  -0.2357
C: -2.428 0.624 -1.138  -0.0497
C: 0.999 -2.625 -2.469  -0.1661
C: 2.259 6.034 -4.080  -0.0721
C: 3.321 4.632 -2.442  -0.0839
C: 5.864 2.414 1.617  -0.0675
C: 0.410 -0.788 1.934  -0.2538
C: 3.232 -1.879 -1.636  -0.1517
C: 1.121 -0.341 3.059  -0.6855
C: 4.710 1.432 -0.251  -0.0996
C: 1.045 -2.512 4.069  -0.6921
C: 0.305 -2.982 2.985  -0.6985
C: -4.646 0.531 -5.712  -0.0626
C: 1.150 5.200 -4.067  -0.0759
C: -1.538 1.779 -4.473  -0.0583
C: 0.554 2.445 -0.154  -0.2366
C: -2.624 2.495 -3.668  -0.1948
C: -0.005 -2.114 1.945  -0.6784
C: 1.128 4.091 -3.237  -0.1066
C: 3.651 2.328 -0.103  -0.2672
C: 4.838 3.340 1.754  -0.0732
C: 1.768 0.722 -2.149  -0.1845
C: 5.801 1.465 0.607  -0.0687
C: -3.875 1.259 1.081  0.0034
H: 0.441 -3.064 -3.295  0.1242
H: -5.237 0.651 -6.620  0.0819
H: 2.957 4.031 1.011  0.1079
H: 4.177 4.415 -1.811  0.0999
H: 0.958 -3.334 -1.639  0.1044
H: 1.831 -1.884 -0.006  0.1017
H: 2.906 -3.298 -3.243  0.1170
H: -2.042 0.752 2.105  0.1246
H: -1.446 0.738 -4.156  0.0631
H: -1.780 1.783 -5.536  0.0810
H: -0.576 2.281 -4.349  0.0439
H: 6.713 2.440 2.286  0.1097
H: 6.608 0.755 0.479  0.1088
H: 3.665 -2.724 -1.099  0.1245
H: -3.628 0.261 -5.995  0.0648
H: -0.561 -1.515 -1.496  0.0360
H: 2.880 -0.477 -0.010  0.1112
H: 4.888 4.095 2.528  0.1103
H: 4.701 0.705 -1.057  0.0884
H: -2.296 2.649 -2.643  0.1020
H: -5.715 2.041 -4.636  0.1245
H: 0.248 3.453 -3.229  0.0596
H: 2.631 0.383 -2.727  0.0950
H: 4.065 -1.248 -1.949  0.0972
H: -5.078 -0.280 -5.129  0.0742
H: 0.998 0.993 -2.876  0.0791
H: -1.813 0.331 -1.980  0.1097
H: 2.489 -1.647 -3.669  0.1104
H: 0.638 3.139 0.681  0.0135
H: -5.508 1.639 -0.271  0.1385
H: 0.300 5.420 -4.701  0.1056
H: -4.420 1.507 1.981  0.1236
H: -4.305 2.659 -5.507  0.1206
H: -0.285 2.776 -0.772  0.0157
H: -2.794 3.485 -4.098  0.1272
H: 4.214 6.392 -3.278  0.1094
H: 0.029 -0.789 -2.994  0.1067
H: 2.273 6.908 -4.717  0.1089

total charge: +1
LUMO energy: -2.8 eV
highest occupied orbital energy: -0.4257 Ha
DFT total energy: -6111.146066 Eh